# 1
Density functional theory data (ωB97M-V with the def2-TZVPD basis set) for C35H37IIrP2 as an isolated structure in a non-equilibrium geometry.

Structure (XYZ):
```
76
Properties=species:S:1:pos:R:3:lowdin_charge:R:1
Ir -1.0036 -1.2096 0.0621 0.612
C 0.1157 1.7584 -2.8920 -0.072
C 1.2809 1.4615 -2.2968 -0.115
C 2.1636 2.4681 -1.6193 -0.152
C 1.4371 3.5026 -0.7265 -0.118
C 0.1975 2.9760 -0.0227 0.015
C -1.0091 2.8258 -0.5786 0.023
C -1.3803 3.5191 -1.8660 -0.129
C -0.4613 3.1382 -3.0498 -0.144
C -1.0871 -2.7144 1.4617 -0.399
H -0.4639 1.0121 -3.4469 0.096
H 1.8141 0.5350 -2.5320 0.087
H 2.7417 2.9910 -2.4013 0.144
H 2.8967 1.9341 -0.9949 0.100
H 2.1529 3.7856 0.0645 0.130
H 1.2721 4.4326 -1.3066 0.139
H 0.3443 2.8072 1.0520 0.105
H -1.8226 2.3108 -0.0518 0.106
H -1.3538 4.6175 -1.7464 0.145
H -2.4099 3.2553 -2.1444 0.126
H -1.0906 3.0906 -3.9582 0.133
H 0.3185 3.9034 -3.2328 0.126
H -1.8478 -3.4687 1.1953 -0.064
H -1.2691 -2.3569 2.4822 -0.009
H -0.0872 -3.1649 1.4086 0.010
P 1.1054 -1.1648 -0.7283 0.856
P -0.6684 0.1008 1.9473 0.918
C 1.7276 0.0741 0.4272 -0.330
C 1.0235 0.5612 1.5011 -0.367
C 2.5145 -2.2551 -0.9516 -0.370
C 3.7639 -1.7064 -1.3049 -0.090
C 4.8439 -2.5672 -1.5079 -0.055
C 4.6851 -3.9471 -1.3154 -0.048
C 3.4392 -4.4789 -0.9584 -0.054
C 2.3391 -3.6389 -0.7876 -0.081
C 0.3251 -1.1514 -2.4543 -0.438
C -1.0501 -0.8205 -2.4579 -0.413
C -1.8385 -1.0201 -3.6044 -0.140
C -1.1985 -1.3640 -4.7935 -0.047
C 0.1675 -1.6651 -4.8126 -0.014
C 0.9140 -1.6224 -3.6291 -0.050
C -0.4165 -0.3770 3.7049 -0.337
C 0.6794 -1.2112 4.0188 -0.091
C 1.0889 -1.3400 5.3445 -0.053
C 0.4140 -0.6504 6.3586 -0.045
C -0.7306 0.0898 6.0575 -0.055
C -1.1513 0.2307 4.7399 -0.065
C -2.3661 0.8362 2.0173 -0.391
C -3.3767 -0.0628 1.6440 -0.126
C -4.6831 0.3788 1.4592 -0.048
C -4.9817 1.7335 1.6314 -0.045
C -3.9880 2.6343 2.0479 -0.056
C -2.6883 2.1795 2.2940 -0.116
H 2.7958 0.2840 0.3208 0.069
H 1.5261 1.2080 2.2324 0.093
H 3.8828 -0.6254 -1.4326 0.103
H 5.8105 -2.1598 -1.8138 0.119
H 5.5470 -4.6077 -1.4405 0.120
H 3.3274 -5.5547 -0.8216 0.118
H 1.3499 -4.0335 -0.5461 0.086
H -1.5356 -0.3192 -1.5747 0.045
H -2.9302 -0.9660 -3.5326 0.125
H -1.7907 -1.4376 -5.7089 0.128
H 0.6390 -1.9807 -5.7451 0.129
H 1.9480 -1.9557 -3.6267 0.122
H 1.2398 -1.7065 3.2182 0.111
H 1.9601 -1.9521 5.5824 0.118
H 0.7918 -0.6839 7.3796 0.120
H -1.2749 0.5964 6.8493 0.117
H -2.0128 0.8478 4.4971 0.098
H -3.0953 -1.0930 1.3828 0.059
H -5.4445 -0.3393 1.1433 0.122
H -5.9935 2.0846 1.4208 0.120
H -4.2248 3.6968 2.1614 0.120
H -1.9128 2.8610 2.6522 0.118
I -1.9453 -3.3494 -1.3447 0.895
```

Its lowest unoccupied orbital energy (spin up / spin down) is -5.98 / -9.63 eV. The spin multiplicity is 6. The value obtained for the energy above the lowest of the compared OMol25 structures with the same formula, charge and spin is 204.0 kJ/mol. As for the net charge: +2. The highest occupied orbital energy (spin up / spin down) comes out at -0.403 / -0.515 Ha. As for the expectation value of S²: 8.77. The orbital gap (spin up / spin down) comes out at 4.990 / 4.371 eV.

# 2
Density functional theory data (ωB97M-V with the def2-TZVPD basis set) for C35H37N2O7S5W as an isolated structure in a non-equilibrium geometry.

Structure (XYZ):
```
87
Properties=species:S:1:pos:R:3:lowdin_charge:R:1
W -0.0849 -0.5689 0.6962 1.895
O 1.5913 1.8392 -2.2864 0.030
C 0.6585 0.9560 -1.7894 -0.774
O 0.9788 0.5550 -0.5057 -0.282
C -0.6439 1.7547 -1.6394 -0.113
O -1.5492 1.0626 -0.7783 -0.185
C -2.5974 0.3433 -1.4226 -0.069
C -2.3520 -1.1467 -1.3370 -0.590
O -3.0929 -1.9401 -1.8439 0.128
O -1.2667 -1.4564 -0.6545 -0.233
H 2.3901 1.7550 -1.7547 0.125
H -1.0932 1.9603 -2.6078 0.115
H -0.3825 2.6860 -1.1419 0.127
H -2.6766 0.6161 -2.4727 0.142
H -3.5364 0.5717 -0.9230 0.148
C -1.5429 -2.7292 3.1534 -0.010
C -0.2949 -2.3280 2.4281 -0.224
C 0.0343 -2.9549 1.2311 -0.235
C -0.7897 -4.0827 0.6870 0.004
C 1.1949 -2.5268 0.4712 -0.264
C 1.4800 -3.1944 -0.8421 -0.036
C 2.1105 -1.6157 1.0509 -0.227
C 3.4102 -1.3000 0.3849 0.010
C 1.7145 -0.8739 2.1730 -0.265
C 2.5878 0.2358 2.6864 -0.008
C 0.4821 -1.2066 2.8566 -0.262
C 0.2161 -0.5267 4.1702 0.003
H -1.3347 -3.5846 3.8003 0.118
H -2.3208 -3.0135 2.4503 0.097
H -1.9375 -1.9243 3.7613 0.075
H -1.4699 -3.7194 -0.0873 0.101
H -1.3690 -4.5659 1.4670 0.088
H -0.1425 -4.8357 0.2415 0.098
H 1.9792 -4.1545 -0.6813 0.113
H 2.1083 -2.5749 -1.4720 0.054
H 0.5558 -3.3692 -1.3873 0.086
H 3.3287 -0.3630 -0.1693 0.097
H 3.7115 -2.0827 -0.3026 0.090
H 4.1901 -1.1794 1.1354 0.103
H 2.0220 0.9632 3.2598 0.077
H 3.0597 0.7697 1.8658 0.094
H 3.3726 -0.1693 3.3313 0.113
H -0.0021 0.5356 4.0628 0.074
H 1.1078 -0.6034 4.7945 0.110
H -0.5984 -0.9902 4.7144 0.083
O -2.0321 -0.1863 1.6689 -0.015
C -1.6363 0.9743 2.0166 -0.525
N -2.2625 1.9902 2.5852 0.222
C -1.3444 3.1542 2.6641 -0.225
C -0.0640 2.5698 1.9798 -0.376
O 0.9585 3.1552 1.7736 0.141
N -0.3442 1.2348 1.7108 0.029
C -1.9410 4.3378 1.9168 -0.152
C -1.4078 4.8201 0.7296 -0.017
C -2.0287 5.8740 0.0666 -0.056
C -3.1798 6.4446 0.5833 -0.068
C -3.7090 5.9716 1.7792 -0.060
C -3.0870 4.9296 2.4463 -0.027
C -0.9944 3.4951 4.1117 -0.163
C -0.1360 4.5668 4.3467 -0.012
C 0.2238 4.8959 5.6430 -0.053
C -0.2763 4.1670 6.7171 -0.072
C -1.1358 3.1060 6.4866 -0.069
C -1.4924 2.7667 5.1844 -0.044
H -3.2645 2.0597 2.6602 0.178
H -0.4915 4.4080 0.3315 0.100
H -1.6011 6.2516 -0.8535 0.111
H -3.6593 7.2651 0.0651 0.110
H -4.5988 6.4243 2.1979 0.111
H -3.4834 4.5876 3.3982 0.124
H 0.2495 5.1390 3.5116 0.127
H 0.8918 5.7295 5.8177 0.112
H 0.0005 4.4324 7.7294 0.109
H -1.5387 2.5404 7.3179 0.108
H -2.1671 1.9360 5.0186 0.107
C -1.1200 0.3374 -6.7203 -0.364
S -0.3522 1.4959 -5.5596 0.837
C 1.1873 0.6820 -5.3184 -0.977
C 1.5034 -0.0907 -4.2686 -0.973
S 0.4446 -0.5370 -2.9465 1.003
S 3.1319 -0.7081 -4.2261 0.912
C 3.7017 0.0186 -5.7039 -1.488
S 5.1901 -0.2139 -6.3085 0.600
S 2.4572 0.9528 -6.4821 0.945
H -2.0963 0.7535 -6.9663 0.039
H -1.2473 -0.6372 -6.2547 0.044
H -0.5300 0.2534 -7.6302 0.041
```

Its lowest unoccupied orbital energy is -3.81 eV. The spin multiplicity is 1. The value obtained for the energy above the lowest of the compared OMol25 structures with the same formula, charge and spin is 49.9 kJ/mol. As for the net charge: +1. The highest occupied orbital energy comes out at -0.371 Ha. The orbital gap comes out at 6.278 eV.

# 3
Density functional theory data (ωB97M-V with the def2-TZVPD basis set) for C35H38AsIrN4O3S as an isolated structure.

Structure (XYZ):
```
83
Properties=species:S:1:pos:R:3:lowdin_charge:R:1
Ir -0.1556 -0.4689 0.4747 1.289
O -1.4067 -0.2401 2.2374 -0.315
N -0.8048 -0.3395 3.4241 -0.197
C -1.4898 0.1376 4.4851 0.003
C -0.9342 0.1229 5.7357 -0.029
C 0.3530 -0.3931 5.8900 -0.043
C 1.0174 -0.9012 4.8002 -0.069
C 0.4188 -0.8983 3.5352 -0.629
S 1.1618 -1.5983 2.1374 0.598
H -2.4668 0.5237 4.2400 0.145
H -1.5028 0.5079 6.5684 0.118
H 0.8293 -0.3937 6.8608 0.119
H 2.0097 -1.3196 4.8845 0.113
N -0.8338 -2.8830 -0.5542 -0.019
C -2.1092 -3.3495 -0.0972 -0.338
C -3.1900 -2.4770 -0.1102 -0.063
C -4.4252 -2.9021 0.3555 -0.080
C -4.5838 -4.1879 0.8521 -0.090
C -3.4982 -5.0520 0.8769 -0.081
C -2.2643 -4.6379 0.3981 -0.040
H -0.1052 -3.5572 -0.3471 0.075
H -0.8218 -2.7010 -1.5508 0.085
H -3.0570 -1.4661 -0.4783 0.085
H -5.2649 -2.2197 0.3375 0.106
H -5.5475 -4.5151 1.2181 0.104
H -3.6128 -6.0570 1.2609 0.106
H -1.4198 -5.3173 0.4086 0.110
O 0.4425 1.6279 0.7666 -0.655
As 1.7274 2.6889 0.5204 1.250
C 3.3432 1.9070 -0.1382 -0.329
C 4.2827 2.7244 -0.7602 -0.092
C 5.4670 2.1773 -1.2297 -0.073
C 5.7118 0.8187 -1.0746 -0.069
C 4.7754 0.0093 -0.4491 -0.063
C 3.5863 0.5504 0.0202 -0.109
C 2.1457 3.5401 2.1761 -0.302
C 1.1307 4.2416 2.8233 -0.088
C 1.3795 4.8151 4.0588 -0.070
C 2.6334 4.6852 4.6453 -0.068
C 3.6403 3.9838 3.9998 -0.069
C 3.3989 3.4052 2.7603 -0.084
C 1.0922 3.9997 -0.7169 -0.290
C -0.0678 3.6885 -1.4151 -0.085
C -0.5708 4.5963 -2.3366 -0.065
C 0.0776 5.8036 -2.5510 -0.067
C 1.2288 6.1171 -1.8388 -0.069
C 1.7374 5.2166 -0.9159 -0.097
H 4.1018 3.7835 -0.8929 0.099
H 6.1956 2.8110 -1.7175 0.114
H 6.6353 0.3929 -1.4443 0.114
H 4.9660 -1.0488 -0.3261 0.116
H 2.8590 -0.0878 0.5011 0.037
H 0.1529 4.3382 2.3660 0.113
H 0.5982 5.3666 4.5645 0.110
H 2.8250 5.1372 5.6096 0.110
H 4.6158 3.8876 4.4577 0.110
H 4.1855 2.8564 2.2569 0.102
H -0.5574 2.7416 -1.2357 0.083
H -1.4756 4.3611 -2.8830 0.108
H -0.3203 6.5113 -3.2666 0.110
H 1.7241 7.0660 -1.9950 0.110
H 2.6161 5.4851 -0.3409 0.105
C 3.3854 0.7706 -3.3451 -0.032
N 2.1038 1.0674 -3.9563 -0.070
C 2.0918 1.4255 -5.3650 -0.156
C 0.8505 2.2317 -5.6805 -0.151
C -0.3595 1.4380 -5.2404 -0.159
N -0.2340 1.0590 -3.8415 -0.082
C -1.4592 0.7358 -3.1412 -0.057
C 0.9692 0.8393 -3.2290 -0.481
O 1.0375 0.4785 -2.0469 -0.093
H 4.1364 1.4431 -3.7596 0.094
H 3.7012 -0.2604 -3.5334 0.106
H 3.3239 0.9197 -2.2723 0.034
H 2.1317 0.5287 -5.9960 0.131
H 2.9938 2.0031 -5.5707 0.121
H 0.7945 2.4412 -6.7485 0.121
H 0.8842 3.1831 -5.1442 0.118
H -0.4750 0.5471 -5.8704 0.130
H -1.2741 2.0243 -5.3461 0.121
H -2.2106 1.4989 -3.3542 0.088
H -1.2757 0.6921 -2.0695 0.013
H -1.8631 -0.2333 -3.4538 0.093
```

Its lowest unoccupied orbital energy (spin up / spin down) is -2.10 / -4.03 eV. The spin multiplicity is 6. As for the net charge: +1. The highest occupied orbital energy (spin up / spin down) comes out at -0.283 / -0.394 Ha. As for the expectation value of S²: 8.76. The orbital gap (spin up / spin down) comes out at 5.617 / 6.692 eV.